Here is a gas-phase ion, C29H33BrN5O3 (charge +1) from the Open Molecules 2025 dataset. Energies are from the ωB97M-V functional and the def2-TZVPD basis.

Each line ends with the Mulliken charge.
Geometry (Å):
C -1.5971 5.5329 0.2439  -0.9734
H -1.2229 5.9290 -0.7134  0.3163
C -0.7800 -6.7078 -0.4569  -1.0535
N 0.3882 -6.1478 0.1977  0.0964
C -6.5964 1.4625 -1.5036  -0.5924
H -6.7728 0.1491 1.6479  0.3727
C 3.9290 1.1480 -0.2022  -0.3517
O -3.7955 3.7953 0.5063  -0.6963
H 0.4811 -7.9836 1.0655  0.3462
C 1.1968 -7.2328 0.6861  -1.2056
C 0.3255 3.6105 -1.2386  -1.5461
C 0.3370 -2.4752 0.1909  0.5364
H -4.2942 0.1575 1.3515  0.2950
C 2.1982 -4.5449 0.1095  -0.9224
C -6.3413 0.5190 0.7166  -0.6933
H 3.2115 1.9860 -0.1836  0.6064
H -2.5218 1.4290 1.3637  0.2452
C 1.1545 0.4863 0.1018  0.4255
C -0.2749 3.3171 0.1378  0.3287
H 1.9086 -6.9433 1.4731  0.3938
H 1.5637 3.0545 1.2582  0.2894
H 7.3267 1.0187 -0.4673  0.5643
H -4.7400 1.8075 -2.5879  0.3268
C 5.2868 1.5523 -0.3446  -0.1168
H 4.6365 -2.0228 0.8803  0.7210
H -0.4357 -7.4127 -1.2615  0.3383
H 0.6639 4.6559 -1.2745  0.5067
N -0.7963 1.9371 0.2635  0.4720
O 6.9324 3.0756 -0.4509  -0.6115
H -0.2353 -1.5870 0.3055  -0.4096
H -2.6224 1.5853 -1.7041  0.3180
H -2.6484 5.8255 0.3582  0.3794
C -2.8884 1.0938 -0.7522  -0.3122
C -4.9562 0.5175 0.5580  -0.2693
C -5.2139 1.4490 -1.6673  -0.3616
H -2.4603 0.0818 -0.7683  0.3385
H 3.0033 -5.2987 0.1955  0.4357
C 2.1185 -0.7183 0.3804  0.0114
C -0.1499 0.7175 0.3436  -0.7966
H 3.5021 -2.9126 -0.2019  1.1354
C 2.5337 -3.2135 -0.0178  -0.7926
H -7.2277 1.8398 -2.3086  0.3759
C -2.2358 1.8703 0.3898  0.0004
C 4.7169 -1.0712 0.3382  -0.5312
H 1.6804 1.3686 -0.3181  -0.9906
C 3.6180 -0.2242 0.1195  0.8034
H 6.8533 -1.3672 0.0966  0.3652
C 6.3313 0.6565 -0.3001  -0.5410
H -8.2462 1.0111 -0.1799  0.3778
C -4.3931 1.0148 -0.6217  0.6163
C -2.6672 3.3356 0.3973  0.0180
C 0.7184 3.7474 1.2216  -1.6116
C 6.0325 -0.6480 0.0188  -0.8314
H 1.0964 4.7547 0.9900  0.4731
C 0.7946 -4.8565 0.1388  1.4017
N 1.7353 -2.0771 0.1569  -0.0346
Br -2.0425 -3.9981 0.7380  -0.1003
O 4.9401 3.9064 -0.3207  -0.5664
H -1.3019 -7.3425 0.2825  0.3174
N -1.5219 4.0817 0.2961  0.2645
H -1.0126 5.9920 1.0558  0.2893
H 0.2162 3.7723 2.1973  0.3797
N 5.6819 2.9139 -0.3713  0.9413
H -0.8594 -0.0423 0.7128  0.8832
C -0.1428 -3.7567 0.1935  -1.0097
C -7.1665 1.0021 -0.3068  -0.4721
H 1.1867 2.9624 -1.4207  0.3420
H -1.4817 -5.9755 -0.9021  0.4421
H -0.4226 3.4506 -2.0277  0.3167
H 2.0129 -1.3020 1.3456  0.5811
H 1.7531 -7.7119 -0.1505  0.4049

Force components x, y, z for each atom (eV/Å):
C 0.3 0.3 0.0
H -0.1 -0.2 0.3
C -0.9 -0.6 -0.7
N -0.3 0.9 0.0
C -0.1 -0.2 0.2
H 0.0 0.1 -0.3
C 0.8 0.0 0.5
O 1.0 -0.8 -0.2
H 0.6 0.3 0.1
C 0.9 -0.7 -0.2
C -0.1 -0.1 -0.2
C 2.4 1.4 0.1
H -0.4 0.1 -0.2
C -1.3 1.0 0.1
C 0.0 0.0 -0.1
H 0.6 -0.8 -0.2
H 0.1 0.2 -0.3
C 1.2 -0.5 -0.5
C -0.3 0.6 -0.2
H -0.4 0.0 -0.2
H 0.0 0.2 0.1
H 0.2 -0.2 0.0
H -0.3 -0.1 0.3
C -2.3 -1.7 0.6
H -0.1 0.5 -0.6
H -0.2 0.7 0.5
H -0.1 -0.4 -0.1
N 0.5 -1.0 0.1
O -2.4 -0.1 0.2
H -0.9 -0.1 0.0
H 0.0 -0.2 0.3
H 0.3 -0.2 0.0
C -0.2 0.0 -0.3
C -0.2 0.2 -0.3
C 0.2 0.1 0.4
H 0.0 0.1 -0.1
H -0.8 0.5 -0.5
C 0.7 2.9 2.1
C -0.3 0.7 0.7
H 1.9 -0.1 -0.3
C -0.9 1.7 0.7
H 0.1 -0.1 0.2
C -0.8 0.4 0.3
C 0.9 0.6 0.0
H -0.6 -1.3 0.4
C -0.5 0.2 0.0
H -0.4 0.2 0.1
C -0.4 -0.7 -0.2
H 0.2 0.0 0.0
C 0.0 -0.2 0.0
C -0.2 0.7 0.3
C -0.2 -0.2 0.2
C -0.4 -0.9 0.5
H -0.1 -0.4 0.1
C 0.0 -1.1 0.3
N -4.0 -8.5 -5.4
Br 1.8 0.4 -0.6
O -0.1 -2.5 0.0
H -0.1 0.5 -0.4
N -0.5 -0.2 -0.1
H -0.2 -0.2 -0.2
H 0.2 -0.1 -0.2
N 3.0 4.1 -0.6
H 0.5 0.4 -0.1
C 0.1 0.1 0.5
C 0.5 0.0 -0.2
H -0.1 0.2 -0.1
H 0.7 -0.4 0.4
H 0.2 0.0 0.2
H 1.1 4.2 2.4
H -0.2 0.2 0.5

Calculated values
HOMO level in Ha: -0.3904
Total charge: +1
Spin multiplicity: 1
Frontier orbital gap in Eh: 0.255
Structure (SMILES): CN(C)c1cc[n+]([C@H](/C=C/N2[C@H](Cc3ccccc3)C(=O)N(C)C2(C)C)c2cccc([N+](=O)[O-])c2)cc1Br
Calculated total energy in Eh: -4197.89631

***

Here is C3H5N3 in the gas phase from the Open Molecules 2025 dataset. Energies are from the ωB97M-V functional and the def2-TZVPD basis.

Each line ends with the Mulliken charge.
Geometry (Å):
C -0.6155 -0.1698 0.0710  0.4362
C 1.4331 0.6380 -0.0338  -0.5010
C 0.1247 1.0342 0.1055  -0.3615
N 0.1708 -1.2260 -0.0867  -0.8399
N -2.0104 -0.2691 0.2453  -0.5552
H -0.2759 2.0259 0.2540  0.3503
H 2.1927 -1.3395 -0.2366  0.2230
H -2.2752 -1.2292 0.4317  0.2824
H -2.5146 0.0463 -0.5784  0.2479
H 2.3573 1.1997 -0.0341  0.4153
N 1.4129 -0.7105 -0.1378  0.3025

Force components x, y, z for each atom (eV/Å):
C 0.1 0.0 0.0
C -0.1 -0.1 0.0
C 0.0 0.0 0.0
N -0.3 0.2 0.1
N 0.0 -0.2 -0.2
H 0.2 -0.1 0.0
H -0.1 0.1 0.0
H 0.0 0.0 -0.1
H 0.1 0.0 0.2
H -0.1 -0.1 -0.1
N 0.2 0.1 0.0

Calculated values
HOMO level in Ha: -0.3191
Energy above the lowest of the compared OMol25 structures with the same formula, charge and spin in kcal per mole: 11.1
Total charge: 0
Spin multiplicity: 1
Frontier orbital gap in Eh: 0.360
Structure (SMILES): Nc1cc[nH]n1
Calculated total energy in Eh: -281.57229

***

Here is 8 unconnected molecules or ions with the total composition C46H106N6O8 from the Open Molecules 2025 dataset. Energies are from the ωB97M-V functional and the def2-TZVPD basis.

Each line ends with the Mulliken charge.
Geometry (Å):
H 3.7898 1.7451 6.1890  0.4674
O -1.6618 6.6176 2.1092  -0.4879
C 0.8742 3.9579 2.1483  -0.3734
H -3.2084 -2.2469 -2.7542  -0.2164
H -0.3687 1.8124 -7.9753  0.3760
H -4.4883 -3.0712 -1.8129  0.5452
C 4.4461 1.3751 4.0818  1.3876
C -2.1803 1.2340 -5.1741  -1.3564
H -0.6860 4.6669 -5.3511  0.3770
O 2.5155 2.7168 4.7863  -0.1145
H 1.1575 4.3830 -5.3197  0.3564
H 6.8583 -4.6097 5.4236  0.4868
C -0.4079 -0.6633 0.2699  1.0426
H 6.6134 -2.8873 5.5883  0.3402
H -8.5132 -3.2818 -5.1989  0.4204
C -4.1995 -2.1410 -2.3211  -1.7709
C 2.1774 -5.1807 4.9393  -1.3417
C -1.3640 2.8497 -3.4546  0.0956
H -0.0073 1.3229 -0.5772  -0.6091
H 1.5963 0.0744 2.9501  -0.4613
H -1.4540 2.1145 -2.6489  -0.6582
C 3.6998 -3.2340 5.3143  -1.1152
H 2.1194 -7.6044 4.2672  0.4343
H -5.6033 -1.5703 -6.6634  0.1847
C 0.2731 7.6806 0.3219  -2.1188
C 5.9178 1.1305 4.3852  -1.6474
H 4.3386 3.1403 5.3500  0.2627
H 0.9005 3.3351 -2.0956  -0.1575
C 0.0175 6.1955 0.4772  1.5768
C -5.3444 -1.8714 -3.3121  2.0764
H -6.9453 -2.5586 -7.3042  0.5001
N 4.3129 2.0943 2.8013  -0.3517
H 2.7689 -1.0837 -0.9577  -0.1654
H -4.1676 -0.3637 -4.3424  -0.0500
H 0.8831 1.7469 -2.6921  0.0970
N -0.4609 5.9176 1.8241  0.2252
H 1.1745 -5.5189 5.1966  0.5428
H -1.0414 3.2374 -7.1374  0.2926
H -1.9519 6.1954 -0.4142  0.3983
H -0.6397 8.2828 0.2654  0.3198
H -1.5109 3.8096 -2.9572  0.4299
H -1.7263 0.8866 -0.6715  0.4043
C -7.6806 -3.2565 -4.4956  -1.2264
H 2.1858 6.0726 0.6652  0.4320
C 3.7924 2.1977 5.1945  -1.1278
C -0.6404 -0.2478 1.7571  -0.2868
H -6.9674 -4.7233 -6.6049  0.4364
C 1.4902 1.8774 5.2831  -0.2826
C 3.2437 -6.1423 5.4482  1.7758
H 3.9170 -3.9630 7.7778  0.4190
H -5.1644 0.3020 -3.0290  0.5427
H 0.2228 5.4140 4.3696  0.3223
C 1.2989 -0.9749 2.9126  0.2807
H 2.1528 -7.4771 6.7957  0.4929
H -0.2852 0.7725 1.9591  -0.2210
H 6.5362 1.9683 4.0626  0.4871
C -2.5489 2.4707 -4.3416  -1.1717
C -6.6722 -1.9648 -2.5661  -1.1165
C 6.1593 -3.8025 5.2060  -1.9283
C -0.5002 4.5713 2.4613  2.3287
H 0.2171 -0.1956 -7.1720  0.4070
H -1.1381 4.6583 -0.4525  0.0332
H -0.8946 -2.6027 0.2469  0.3208
H -1.3956 3.2208 0.9778  -0.0720
H 5.5854 -7.0434 4.9754  0.3674
H 2.1666 -3.8892 6.6082  0.2521
O 1.4616 1.9061 -5.6854  -0.5637
O 5.5802 -6.4939 5.7695  -0.4890
H -6.8700 -1.0644 -1.9808  0.3668
H 1.6337 4.5134 2.7002  0.3281
H 3.8155 -2.3568 5.9607  0.3961
H 6.0740 1.0494 5.4691  0.3738
O 0.1584 -2.7909 -4.4518  -0.5716
H 0.6497 -0.9113 0.1738  -0.3651
H -1.3210 -0.7596 -6.5157  0.3138
H 3.7396 -8.1911 4.7450  0.5017
C 4.8206 -4.1364 5.8296  1.7487
H -3.0144 0.9623 -5.8182  0.8601
H -3.3250 -3.0032 -4.6133  0.3585
H 1.8799 -1.5061 2.1453  0.2509
H 1.5661 5.6223 -0.8186  0.4965
H -2.1147 0.4520 -4.4022  -0.0259
H -2.5611 4.1674 1.9467  0.3429
H 0.8085 2.8832 2.3362  -0.6556
C -0.4626 -0.1197 -6.3149  -1.6741
H 1.9586 1.1114 -5.4560  0.3327
H -8.1441 -1.1994 -4.0607  0.3474
C 2.8537 -6.6364 6.8593  -1.9444
H -0.6698 5.8950 -1.6319  0.3198
C -0.9823 5.7279 -0.6058  -1.0194
H 3.6602 2.8616 2.9101  0.1453
C 0.1807 -2.2034 -3.1370  0.1666
H 0.1656 -0.6089 -5.5701  0.0645
H 5.2211 2.4278 2.5233  0.2360
H -4.1707 -1.4347 -1.4906  0.3649
H 2.3402 -5.8926 7.4670  0.3143
H -2.1758 -1.6828 0.5586  0.3257
H -2.7857 3.3443 -4.9687  0.4124
C -6.3886 -3.0977 -5.2914  1.5157
H -8.7665 -2.3388 -2.9822  0.4233
C -5.1285 -0.4350 -3.8326  -1.6337
O 4.6670 -0.8369 -1.6641  -0.5703
H 6.0316 -3.7384 4.1223  0.4002
H -5.9034 -5.2110 -5.1764  0.4636
N -1.3689 -1.7490 -0.0511  -0.4306
H 1.5796 -1.4731 3.8395  -0.1006
H 3.8735 -3.0424 4.2538  0.3902
H -5.9022 -0.1750 -4.5613  0.4537
N 4.5636 -5.5438 5.4271  0.3512
C -6.5447 -2.0497 -6.4192  -1.6641
H 1.5096 0.9524 4.6952  0.0985
C -0.8651 1.3039 -5.9189  2.0750
N -5.2565 -2.8463 -4.4077  0.2624
H -0.6903 3.9174 4.5359  0.2619
O -0.0670 -1.1517 2.6449  -0.4265
H -6.6878 -2.7993 -1.8609  0.3330
H 3.9524 -0.9263 0.3401  0.2082
H 1.5378 1.4969 6.3137  0.3852
H 0.9046 -2.7633 -2.5313  0.2792
H -1.7260 -0.1871 1.8558  0.5662
C -6.1429 -4.4684 -5.9429  -1.9013
C 0.9850 2.7847 -3.0310  -1.4439
H -0.4612 0.1757 -1.6884  -0.6551
C 4.9281 -4.0556 7.3684  -1.7410
H 3.5547 0.4974 -0.7484  0.1326
H 5.3137 -3.0530 7.5991  0.4930
C 3.6910 -0.5741 -0.6566  0.1044
C 1.3587 5.4865 0.2511  -1.6494
H -3.5058 2.2109 -3.8834  0.3429
C -7.8369 -2.0997 -3.5203  -0.6996
H 0.6781 7.8369 -0.6857  0.3997
O -4.0799 -2.7674 -5.1639  -0.5082
H 2.0005 2.8174 -3.4355  0.5580
H -1.6932 2.8175 2.6724  0.4078
H 5.5212 -4.8107 7.8695  0.2933
N 0.2086 1.8146 -5.0747  0.9817
H 0.4885 -1.1489 -3.1907  -0.0497
C 2.2773 -3.7505 5.5275  -0.8414
H -7.6184 -4.2046 -3.9565  0.3825
C 3.1493 -7.3160 4.4541  -2.0942
H 3.9286 0.4079 4.0808  -0.4050
H 3.7326 -7.0592 7.3460  0.3407
H 0.9332 8.1434 1.0512  0.4640
H -2.0552 1.9168 -7.6091  0.3894
H 0.9921 -2.5364 -4.8555  0.3298
H -0.8110 -2.2059 -2.6893  -0.1605
C -0.5915 4.8328 3.9453  -2.0293
H 1.4555 -3.1665 5.1283  0.3846
H -2.2699 6.4478 1.3704  0.3728
C -0.0314 2.9523 -4.2060  1.5290
C 1.3866 4.0446 0.6982  1.2198
H 6.3179 0.1946 3.9962  0.3181
H -5.2110 -4.5228 -6.5174  0.3684
C -1.6032 3.6421 1.9609  -1.4425
C -1.0631 2.1521 -7.2063  -1.8030
H 0.2401 5.0610 -3.9829  0.3909
H 4.8041 -1.7790 -1.7890  0.2962
C -0.7127 0.4856 -0.6679  0.1704
H 2.3886 3.6282 0.5828  0.4754
H -7.3786 -1.3623 -6.2448  0.3678
H 3.5937 -6.9953 3.5041  0.4712
H 0.5207 2.3664 5.2348  -0.0333
H -1.5359 5.3388 4.1665  0.5207
H 2.3091 -5.0201 3.8643  0.3472
C 0.2029 4.3394 -4.8063  -1.6964
H 0.7629 3.3851 0.0843  -1.5083

Force components x, y, z for each atom (eV/Å):
H -0.4 -0.5 -0.2
O 0.0 0.1 -0.4
C 0.6 -0.2 -0.8
H 0.0 0.2 0.0
H 0.2 0.3 0.1
H 0.5 -0.2 -0.2
C 0.0 0.4 0.2
C 0.0 0.2 1.8
H 0.4 0.0 -0.7
O -0.1 -0.8 1.6
H -0.2 0.0 -0.5
H 0.0 0.1 0.0
C -1.7 1.2 1.1
H -0.3 0.2 0.0
H 0.0 -0.1 0.0
C -1.0 -1.1 0.7
C 0.3 2.0 0.0
C -1.7 -0.3 -0.2
H -0.2 0.0 0.6
H 0.0 0.0 -0.1
H 1.1 -0.1 0.0
C -0.3 0.3 0.4
H -0.1 -0.1 0.2
H -0.1 0.2 0.0
C -0.5 0.9 -1.0
C 0.2 -0.3 1.0
H 0.5 -0.3 -0.2
H -0.3 0.8 -0.5
C 0.2 -0.2 -0.3
C 1.3 1.6 -0.2
H 0.5 -0.1 -0.1
N -0.3 -0.7 0.3
H -0.2 0.2 0.2
H -0.1 0.0 0.1
H 0.0 0.0 -0.2
N -0.1 0.1 0.9
H 0.1 -0.5 -0.4
H 0.3 0.0 0.4
H 0.0 0.1 -0.5
H -0.1 -0.2 0.4
H -0.1 0.1 -0.1
H -0.1 -0.3 0.3
C 0.9 0.7 0.3
H -0.2 -0.2 0.7
C 0.5 1.9 -0.4
C 0.6 0.8 -1.4
H -0.1 -0.3 0.2
C -0.6 -1.0 -0.5
C -1.0 -0.7 0.8
H 0.1 -0.7 0.2
H 0.1 -0.1 0.1
H 0.1 0.1 -0.3
C 0.5 -0.5 -0.7
H -0.1 0.1 -0.2
H 0.3 0.0 -0.1
H 0.0 0.0 -0.1
C 0.0 0.8 -1.6
C -0.6 0.1 -0.5
C 0.3 0.1 -0.3
C 1.3 0.6 -1.4
H -0.4 0.5 -0.3
H 0.0 0.0 -0.3
H -0.4 -0.1 -0.2
H 0.0 0.0 0.0
H 0.3 0.1 0.1
H -0.4 0.4 0.0
O 0.1 0.4 -0.9
O -0.7 0.5 0.3
H 0.5 0.1 0.1
H -0.1 -0.5 0.7
H 0.1 0.5 -0.7
H -0.1 0.0 -0.1
O -0.2 0.2 0.6
H -0.2 -0.6 -0.3
H 0.0 0.0 0.0
H -0.3 0.0 0.3
C 0.5 -2.3 1.0
H 0.2 -0.1 -0.3
H -0.3 -0.3 0.2
H 0.2 0.3 -0.1
H -0.1 -0.4 -0.1
H 0.2 -0.2 -0.3
H 0.0 -0.1 -0.1
H 0.4 0.1 0.8
C 0.7 -0.6 -0.5
H -0.3 0.0 0.2
H 0.7 0.2 0.0
C -0.3 -0.8 -0.2
H 0.1 0.2 0.0
C -0.3 -0.5 1.0
H 0.0 0.0 -0.2
C 0.5 0.1 -0.5
H -0.6 0.2 0.6
H 0.0 0.3 -0.2
H 0.1 0.4 -0.4
H 0.4 0.2 0.1
H 0.0 0.2 0.0
H 0.0 -0.3 -0.3
C 0.4 -0.6 -1.1
H 0.3 0.2 0.4
C -0.4 0.0 -0.5
O 0.4 0.0 0.1
H 0.2 0.1 0.0
H -0.8 -0.1 0.1
N 1.6 -0.8 0.0
H -0.4 0.2 0.2
H 0.1 0.3 0.0
H 0.0 0.1 0.1
N -0.6 0.4 -1.9
C -1.1 -0.5 -0.3
H -0.5 0.1 0.0
C 0.7 0.5 -1.6
N -0.9 -1.2 1.8
H 0.3 -0.2 -0.3
O -0.7 -0.5 1.1
H 0.1 -0.1 -0.1
H 0.3 0.3 0.1
H 0.8 0.7 0.2
H -0.3 0.2 0.3
H -0.1 -0.3 0.6
C 1.2 -0.1 -0.1
C 0.8 -1.5 -0.5
H -0.5 -0.2 0.0
C -0.8 1.8 -0.2
H -0.2 0.1 0.6
H 0.4 -0.2 0.1
C -0.2 -0.5 -1.2
C 0.2 0.4 -0.9
H 0.3 0.3 0.7
C -1.9 -0.8 -0.1
H 0.4 -0.1 0.2
O 0.3 0.9 -0.8
H 0.0 0.5 0.2
H -0.1 -0.1 -0.1
H 0.0 -0.2 -0.2
N -1.0 -0.6 1.6
H 0.0 -0.1 0.0
C 1.0 -2.0 0.7
H -0.2 0.0 0.0
C 1.2 0.0 -0.3
H 0.0 0.0 -0.4
H 0.0 0.3 0.2
H 0.1 -0.3 0.2
H 0.0 0.0 0.0
H 0.0 -0.2 -0.2
H 0.0 -0.3 -0.1
C -1.2 -0.3 0.9
H 0.2 0.4 0.1
H 0.0 -0.1 0.2
C 1.1 0.1 2.3
C -0.9 0.0 0.0
H -0.1 0.1 -0.4
H -0.3 0.6 -0.3
C -0.2 0.1 0.4
C -0.6 -0.7 -0.6
H 0.2 -0.1 0.1
H -0.1 0.0 0.2
C 1.2 0.6 -1.0
H 0.1 0.0 0.4
H 0.5 0.5 0.5
H -0.2 0.1 0.0
H 0.1 0.1 -0.5
H 0.2 0.3 -0.1
H -0.3 -0.5 -0.1
C -1.0 0.2 0.7
H -0.1 0.3 -0.2

Calculated values
HOMO level in Ha: -0.2877
Energy above the lowest of the compared OMol25 structures with the same formula, charge and spin in kcal per mole: 0.0
Total charge: 0
Spin multiplicity: 1
Frontier orbital gap in Eh: 0.298
Structure (SMILES): CC1(C)CCCC(C)(C)N1O.CC1(C)CCCC(C)(C)N1O.CC1(C)CCCC(C)(C)N1O.CC1(C)CCCC(C)(C)N1O.COC[C@H](C)N.COC[C@H](C)N.CO.CO
Calculated total energy in Eh: -2746.39295